42
Properties=species:S:1:pos:R:3:nbo_charge:R:1 method="wB97M-V/def2-TZVPD" energy_ha=-1843.7799 e_above_lowest_kcal_mol=401.1 lumo_energy_ev=-0.37
C 1.29 5.72 2.11 -0.668
C 0.90 4.23 1.86 0.004
C 1.24 3.20 2.89 -0.167
C 0.82 2.04 2.72 -0.272
C 0.22 1.79 1.49 0.236
C -0.29 2.75 0.67 -0.209
C 0.01 4.13 0.81 -0.018
C -0.05 4.98 -0.19 -0.598
H -0.65 4.54 -0.97 0.215
H -0.76 5.79 0.15 0.213
H 0.72 5.34 -0.45 0.200
H -0.68 2.37 -0.04 0.174
N -0.25 0.45 1.30 -0.678
S 0.68 -0.89 2.01 2.387
O 0.53 -1.32 3.24 -0.898
O 1.93 -0.31 1.71 -0.968
C 0.24 -2.02 0.64 -0.678
C -0.17 -3.31 1.03 -0.227
C -0.25 -4.27 -0.11 -0.154
C -0.19 -3.39 -1.20 -0.246
C -0.10 -3.77 -2.63 0.124
N -0.07 -2.86 -3.39 -0.174
N -0.07 -3.28 -4.73 -0.428
C -0.54 -4.43 -5.27 0.554
O -0.17 -4.72 -6.45 -0.621
C -0.65 -5.53 -4.37 -0.217
C -0.57 -5.03 -3.18 -0.115
H -0.73 -6.00 -2.17 0.166
H -1.03 -6.34 -4.65 0.223
H 0.12 -2.47 -5.52 0.433
S 0.48 -1.85 -0.82 0.730
H -0.50 -5.11 -0.13 0.172
H -0.24 -3.79 2.06 0.244
C -1.71 0.15 1.70 -0.379
H -1.96 -0.87 1.38 0.198
H -2.41 0.63 1.45 0.169
H -1.72 0.04 2.85 0.178
H 0.78 1.33 3.57 0.223
H 1.78 3.65 3.83 0.215
H 0.45 6.45 2.34 0.220
H 1.85 6.04 1.22 0.216
H 1.71 5.94 3.23 0.219